# 1
DFT (wB97M-V/def2-TZVPD) results for one molecule with the formula C4H10OS at a distorted geometry.

Structure (ORCA input):
```
! RIJCOSX wB97M-V def2-TZVPD def2/J DEFGRID3
* xyz 0 1
C 1.237 -1.011 1.141
C 0.234 -0.749 0.065
C 0.166 0.709 -0.425
C -0.961 0.958 -1.375
H 0.535 -2.584 2.059
H 1.005 -0.344 2.042
H 2.241 -0.786 0.782
H -0.787 -1.218 0.334
H 0.415 -1.350 -0.849
H 1.155 1.089 -0.684
H -0.004 1.337 0.464
H -0.786 0.684 -2.411
H -1.824 0.296 -1.062
H -2.376 2.593 -0.299
O 1.341 -2.331 1.617
S -1.590 2.709 -1.398
*
```

The HOMO energy comes out at -9.2 eV. The SMILES is OCCCCS. For the LUMO energy, the calculation gives 0.8437 eV.


# 2
DFT (wB97M-V/def2-TZVPD) results for a 8-piece molecular cluster, C7H28FN14O7 overall at a distorted geometry.

Structure (ORCA input):
```
! RIJCOSX wB97M-V def2-TZVPD def2/J DEFGRID3
* xyz -1 1
F 0.145 0.007 0.020
C 3.103 -1.262 2.113
O 3.824 -1.642 3.030
N 3.497 -1.213 0.810
N 1.842 -0.803 2.271
H 4.425 -1.397 0.485
H 2.825 -0.910 0.128
H 1.175 -0.523 1.555
H 1.341 -0.783 3.145
C -3.184 -1.136 -2.261
O -3.326 -2.335 -2.053
N -3.689 -0.531 -3.374
N -2.483 -0.308 -1.442
H -3.856 0.461 -3.345
H -4.308 -1.061 -3.962
H -1.835 -0.804 -0.837
H -2.241 0.635 -1.674
C 2.153 2.611 -1.041
O 2.756 3.654 -1.234
N 2.607 1.585 -0.250
N 0.929 2.246 -1.526
H 3.512 1.544 0.176
H 1.829 1.033 0.100
H 0.291 2.792 -2.072
H 0.671 1.275 -1.383
C -1.155 -3.625 1.115
O -1.959 -4.541 1.213
N -0.018 -3.575 1.925
N -1.249 -2.589 0.257
H 0.407 -2.673 2.056
H 0.012 -4.249 2.666
H -2.049 -2.636 -0.371
H -0.513 -1.914 0.109
C -2.739 1.473 1.456
O -3.807 1.851 1.930
N -2.079 2.144 0.480
N -2.135 0.295 1.823
H -2.432 2.917 -0.045
H -1.232 1.699 0.148
H -2.410 -0.170 2.664
H -1.381 -0.020 1.235
C 1.284 3.408 2.890
O 1.003 3.629 4.070
N 0.517 2.605 2.109
N 2.422 3.894 2.320
H 0.810 2.350 1.184
H -0.354 2.255 2.459
H 2.578 3.774 1.333
H 3.126 4.281 2.915
C 0.176 -2.132 -3.458
O 0.211 -3.170 -4.121
N 0.907 -2.030 -2.309
N -0.433 -1.008 -3.896
H 1.284 -2.865 -1.903
H 0.769 -1.249 -1.679
H -1.108 -1.080 -4.633
H -0.455 -0.187 -3.320
*
```

The HOMO energy comes out at -7.4 eV. For the LUMO energy, the calculation gives 1.9893 eV.


# 3
DFT (wB97M-V/def2-TZVPD) results for a 2-piece molecular cluster, C27H29ClN2O3 overall at a distorted geometry.

Structure (ORCA input):
```
! RIJCOSX wB97M-V def2-TZVPD def2/J DEFGRID3
* xyz 0 1
Cl 8.360 -3.019 1.853
C 6.675 -2.729 1.853
C 5.777 -3.814 1.851
C 4.418 -3.588 1.768
C 3.878 -2.250 1.561
O 2.691 -2.056 1.169
C 4.830 -1.168 1.762
C 6.187 -1.409 1.850
H 6.165 -4.829 1.906
H 3.711 -4.413 1.746
H 4.441 -0.153 1.748
H 6.894 -0.584 1.909
C -6.798 -1.882 3.248
C -5.307 -1.967 2.952
N -4.721 -0.626 2.986
C -3.420 -0.554 2.436
C -2.261 -0.578 3.240
C -1.014 -0.589 2.642
C -0.856 -0.407 1.237
C 0.460 -0.312 0.713
C 0.806 0.378 -0.472
C -0.013 1.407 -1.037
C 0.352 2.060 -2.202
C 1.519 1.674 -2.893
N 1.862 2.227 -4.143
C 1.645 1.316 -5.268
C 2.165 1.904 -6.573
O 1.782 3.270 -6.740
C 2.216 4.083 -5.646
C 1.537 3.638 -4.358
C 2.354 0.669 -2.343
C 2.036 0.087 -1.137
C -2.049 -0.373 0.441
C -3.295 -0.501 1.028
C -4.962 0.088 4.240
C -6.475 0.184 4.401
O -7.074 -1.116 4.422
H -7.307 -1.457 2.362
H -7.192 -2.884 3.474
H -4.826 -2.615 3.715
H -5.139 -2.394 1.956
H -2.366 -0.634 4.326
H -0.112 -0.689 3.247
H 1.252 -0.749 1.301
H -0.935 1.694 -0.533
H -0.298 2.829 -2.624
H 2.168 0.378 -5.045
H 0.564 1.096 -5.390
H 3.266 1.790 -6.594
H 1.703 1.383 -7.424
H 3.314 4.030 -5.502
H 1.904 5.103 -5.915
H 0.445 3.797 -4.435
H 1.927 4.215 -3.509
H 3.261 0.394 -2.886
H 2.698 -0.647 -0.681
H -1.972 -0.267 -0.641
H -4.211 -0.506 0.430
H -4.522 -0.453 5.098
H -4.526 1.092 4.171
H -6.737 0.625 5.374
H -6.877 0.802 3.573
*
```

The HOMO energy comes out at -5.5 eV. For the LUMO energy, the calculation gives -2.5873 eV.


# 4
DFT (wB97M-V/def2-TZVPD) results for C32H40BCaF9NP2S as an isolated structure at a distorted geometry.

Structure (ORCA input):
```
! RIJCOSX wB97M-V def2-TZVPD def2/J DEFGRID3
* xyz -1 1
Ca -0.396 -1.154 -2.180
C 5.049 -2.645 -1.676
C 3.855 -1.648 -1.673
C 4.309 -0.232 -1.293
P 2.242 -2.162 -1.016
C 2.097 -4.008 -1.184
C 0.648 -4.317 -0.740
C 3.010 -4.831 -0.300
C 1.984 -1.809 0.734
C 2.832 -2.331 1.712
C 2.581 -2.223 3.077
C 3.518 -2.670 4.146
C 1.311 -1.719 3.417
C 0.374 -1.393 2.464
C 0.703 -1.258 1.106
N -0.095 -0.687 0.177
C -1.279 -0.024 0.552
C -2.542 -0.683 0.457
C -3.738 -0.065 0.708
C -3.822 1.317 0.984
C -5.127 2.011 1.187
C -2.630 1.937 1.169
C -1.372 1.345 1.063
P 0.162 2.018 1.602
C 0.796 3.067 0.241
C -0.219 3.708 -0.748
C 1.902 2.330 -0.507
C -0.322 3.399 2.824
C -0.853 4.727 2.304
C -1.183 2.988 4.038
H 5.837 -2.195 -2.238
H 4.795 -3.616 -2.209
H 5.474 -2.906 -0.705
H 3.610 -1.672 -2.727
H 4.576 -0.183 -0.250
H 3.434 0.416 -1.508
H 5.189 0.054 -1.889
H 2.210 -4.256 -2.254
H 0.482 -4.082 0.295
H 0.535 -5.401 -0.867
H -0.097 -3.806 -1.320
H 2.640 -4.854 0.744
H 4.050 -4.421 -0.229
H 3.071 -5.774 -0.844
H 3.775 -2.857 1.366
H 3.552 -1.985 4.951
H 4.516 -2.808 3.794
H 3.201 -3.687 4.492
H 0.963 -1.647 4.437
H -0.598 -1.184 2.803
H -2.518 -1.742 0.152
H -4.657 -0.600 0.626
H -5.044 3.018 0.863
H -5.405 2.072 2.184
H -5.937 1.572 0.565
H -2.685 2.948 1.511
H 1.281 3.914 0.746
H -0.411 2.929 -1.530
H 0.304 4.535 -1.232
H -1.153 4.000 -0.273
H 1.436 1.468 -0.998
H 2.531 1.841 0.263
H 2.518 2.909 -1.188
H 0.652 3.600 3.273
H -1.784 4.613 1.850
H -0.081 5.174 1.584
H -0.940 5.389 3.149
H -1.178 1.899 4.229
H -2.238 3.213 3.853
H -0.899 3.391 4.987
F -6.321 2.893 -2.124
C -5.044 2.460 -2.318
C -4.767 1.088 -2.520
F -5.699 0.213 -2.336
C -3.454 0.710 -2.813
F -3.174 -0.635 -2.858
C -2.449 1.586 -3.165
S -0.894 1.166 -3.738
C -2.829 2.939 -3.043
F -1.989 3.897 -3.326
C -4.068 3.369 -2.642
F -4.306 4.705 -2.484
F 0.484 -2.740 -3.633
B -0.769 -3.374 -4.039
F -1.651 -3.029 -2.852
F -1.276 -2.768 -5.081
F -0.598 -4.748 -4.125
*
```

The HOMO energy comes out at -4.6 eV. For the LUMO energy, the calculation gives 2.5522 eV.


# 5
DFT (wB97M-V/def2-TZVPD) results for C19H30IN7OPS4V as an isolated structure.

Structure (ORCA input):
```
! RIJCOSX wB97M-V def2-TZVPD def2/J DEFGRID3
* xyz 1 2
V -0.516 0.780 -0.797
C 0.331 -2.240 3.574
C 0.992 -1.016 3.069
N 1.877 -0.305 3.690
N 2.144 0.737 2.847
C 1.456 0.684 1.711
S 1.444 1.717 0.369
N 0.715 -0.441 1.843
N -0.197 -0.826 0.858
H 0.743 -2.481 4.550
H 0.494 -3.083 2.903
H -0.744 -2.077 3.673
H 2.782 1.464 3.128
H -1.154 -0.804 1.224
H 0.042 -1.756 0.528
C 1.941 -2.587 -1.370
C 0.614 -2.572 -2.131
P 0.083 -0.868 -2.549
C -1.331 -1.032 -3.713
C -1.421 -2.317 -4.533
C 1.468 -0.189 -3.538
C 1.860 -0.938 -4.808
H 2.149 -3.579 -0.970
H 1.956 -1.873 -0.541
H 2.770 -2.319 -2.024
H -0.188 -3.022 -1.537
H 0.693 -3.176 -3.036
H -1.270 -0.151 -4.359
H -2.243 -0.904 -3.124
H -0.525 -2.497 -5.124
H -2.266 -2.258 -5.220
H -1.583 -3.186 -3.895
H 2.320 -0.103 -2.857
H 1.173 0.836 -3.779
H 2.103 -1.983 -4.609
H 2.738 -0.478 -5.261
H 1.059 -0.912 -5.546
N 0.196 4.126 -1.876
C -0.616 3.349 -2.581
O -0.876 2.168 -2.278
C -1.242 3.931 -3.813
I -0.272 3.145 -5.541
H 0.553 3.815 -0.982
H 0.344 5.088 -2.130
H -1.164 5.012 -3.860
H -2.280 3.619 -3.863
S -0.348 5.214 2.442
C -1.191 3.819 2.207
S -1.907 3.368 0.693
C -2.276 1.781 1.258
N -1.997 1.610 2.509
N -1.451 2.779 3.054
C -1.183 2.773 4.461
C -1.528 3.869 5.237
C -1.275 3.838 6.598
C -0.691 2.721 7.180
C -0.368 1.624 6.396
C -0.616 1.647 5.033
S -2.823 0.599 0.096
H -1.986 4.734 4.780
H -1.542 4.690 7.208
H -0.497 2.703 8.244
H 0.078 0.746 6.845
H -0.390 0.790 4.416
*
```

The HOMO energy (spin up / spin down) comes out at -10.1 / -9.8 eV. For the LUMO energy (spin up / spin down), the calculation gives -2.7931 / -2.7849 eV.


# 6
DFT (wB97M-V/def2-TZVPD) results for one molecule with the formula C3H6N2O.

Structure (ORCA input):
```
! RIJCOSX wB97M-V def2-TZVPD def2/J DEFGRID3
* xyz 0 1
C -0.490 1.576 0.323
N -0.718 0.226 -0.168
C 0.344 -0.592 -0.459
N 1.429 -0.344 -1.086
C 0.214 -1.976 0.125
O -0.740 -2.306 0.791
H 0.539 1.678 0.691
H -1.166 1.758 1.163
H -0.670 2.347 -0.432
H -1.443 -0.285 0.319
H 1.432 0.607 -1.461
H 1.076 -2.636 -0.072
*
```

The HOMO energy comes out at -9.6 eV. The SMILES is [H]/N=C(/C=O)NC. For the LUMO energy, the calculation gives 0.1695 eV.